{
  "formula": "C42H34As2CuN3",
  "method": "ωB97M-V/def2-TZVPD",
  "symbols": ["Cu", "N", "C", "C", "C", "C", "C", "C", "C", "C", "C", "C", "C", "C", "N", "C", "C", "C", "C", "N", "H", "H", "H", "H", "H", "H", "H", "H", "H", "H", "C", "C", "As", "C", "C", "C", "C", "C", "C", "C", "C", "C", "C", "C", "C", "As", "C", "C", "C", "C", "C", "C", "C", "C", "C", "C", "C", "C", "H", "H", "H", "H", "H", "H", "H", "H", "H", "H", "H", "H", "H", "H", "H", "H", "H", "H", "H", "H", "H", "H", "H", "H"],
  "positions_angstrom": [[0.195911, -0.526888, 0.499383], [3.840296, -7.135215, -6.265519], [3.427555, -6.349946, -5.534313], [2.919783, -5.375504, -4.617329], [2.627381, -4.082951, -5.049547], [2.128120, -3.153420, -4.155366], [1.899836, -3.496094, -2.825958], [2.194272, -4.789879, -2.402212], [2.707428, -5.723262, -3.283158], [1.345289, -2.513149, -1.857988], [0.040664, -2.753957, -1.414966], [-0.859777, -3.714036, -1.960855], [-2.049763, -3.566875, -1.287513], [-1.838709, -2.536085, -0.345890], [-0.606642, -2.047643, -0.416883], [2.172321, -1.445720, -1.500593], [3.499131, -1.218001, -1.973212], [3.914933, -0.029814, -1.425825], [2.840280, 0.427722, -0.628725], [1.805991, -0.398499, -0.665821], [2.789879, -3.817901, -6.085460], [1.903677, -2.149803, -4.493576], [2.023263, -5.063643, -1.368949], [2.941043, -6.725385, -2.950268], [-0.640213, -4.401661, -2.762204], [-2.966398, -4.111884, -1.447445], [-2.541036, -2.167228, 0.387108], [4.055043, -1.868034, -2.629736], [4.866347, 0.459199, -1.561863], [2.804416, 1.338615, -0.052802], [-1.378810, 3.046757, 1.412842], [-1.422004, 2.115859, 2.623673], [-0.202847, 0.563269, 2.529696], [1.448393, 1.404634, 3.116634], [1.981049, 2.401579, 2.299893], [3.179653, 3.017210, 2.620320], [3.866607, 2.631848, 3.762690], [3.351305, 1.634462, 4.575494], [2.148839, 1.019227, 4.254629], [-0.778608, -0.315828, 4.167339], [-0.937696, 0.393132, 5.356287], [-1.349001, -0.256236, 6.508703], [-1.600902, -1.622168, 6.482967], [-1.443132, -2.335028, 5.305015], [-1.034843, -1.682744, 4.149523], [-1.324392, 2.129039, -0.357870], [-1.460770, 3.767446, -1.433810], [-0.564778, 3.929091, -2.487079], [-0.568700, 5.087929, -3.251921], [-1.468225, 6.102155, -2.964585], [-2.373452, 5.948399, -1.922395], [-2.371088, 4.787726, -1.165984], [-3.193286, 1.536056, -0.435645], [-4.072900, 1.995096, -1.413734], [-5.383399, 1.541617, -1.460343], [-5.836835, 0.622335, -0.527112], [-4.963651, 0.131981, 0.432073], [-3.649689, 0.572773, 0.464439], [-0.483818, 3.670461, 1.456499], [-2.234192, 3.720190, 1.441781], [-2.426936, 1.712857, 2.753535], [-1.174866, 2.670386, 3.529013], [1.446796, 2.684174, 1.399859], [3.584884, 3.789454, 1.978597], [4.805923, 3.105865, 4.017155], [3.886382, 1.334129, 5.467513], [1.762257, 0.234528, 4.891586], [-0.723241, 1.454182, 5.386471], [-1.467357, 0.302007, 7.428559], [-1.916727, -2.128883, 7.385878], [-1.633659, -3.400408, 5.287639], [-0.909284, -2.228856, 3.220632], [0.139454, 3.133675, -2.704239], [0.128566, 5.198503, -4.072618], [-1.468934, 7.011308, -3.552185], [-3.085647, 6.733572, -1.701544], [-3.101705, 4.667955, -0.375194], [-3.734664, 2.712285, -2.149394], [-6.053057, 1.907951, -2.228347], [-6.862588, 0.277644, -0.557003], [-5.310877, -0.605323, 1.145659], [-2.961910, 0.141266, 1.180578]],
  "atomic_forces_ev_per_a": [[-0.2, 0.4, 0.2], [0.0, 0.0, 0.0], [0.1, -0.2, -0.2], [-0.2, 0.2, 0.3], [0.0, -0.1, -0.1], [0.0, 0.1, 0.0], [0.1, -0.2, -0.1], [0.0, 0.0, 0.1], [0.0, 0.0, -0.1], [-0.1, 0.3, 0.2], [0.0, -0.2, -0.2], [0.0, 0.0, 0.1], [-0.1, -0.1, -0.1], [0.1, -0.1, 0.0], [-0.3, -0.1, 0.0], [0.1, -0.1, -0.2], [-0.1, 0.0, 0.0], [0.1, 0.0, 0.0], [0.0, -0.1, -0.1], [0.2, 0.1, 0.1], [0.0, 0.0, 0.0], [0.0, 0.0, 0.0], [0.0, 0.0, 0.0], [0.0, 0.0, 0.0], [0.0, 0.0, 0.0], [0.0, 0.0, 0.0], [0.0, 0.1, 0.0], [0.0, 0.0, 0.0], [0.0, 0.0, 0.0], [0.0, 0.0, 0.1], [0.1, -0.1, 0.0], [0.0, 0.0, -0.3], [0.1, 0.1, 0.3], [0.1, 0.1, 0.0], [-0.1, 0.0, 0.0], [0.0, 0.0, 0.0], [0.0, 0.0, 0.0], [0.0, 0.0, 0.0], [-0.1, 0.0, -0.1], [0.0, -0.1, -0.1], [0.0, 0.0, -0.1], [0.0, 0.0, 0.0], [0.0, 0.0, 0.0], [0.0, -0.1, 0.0], [0.0, 0.1, -0.2], [-0.2, 0.2, 0.0], [0.1, -0.1, 0.0], [0.0, -0.1, 0.1], [0.0, 0.0, 0.0], [0.0, 0.0, 0.0], [0.0, 0.0, 0.0], [0.0, -0.1, 0.1], [-0.1, 0.0, -0.1], [0.1, 0.0, 0.0], [0.0, 0.0, 0.0], [0.0, 0.0, 0.0], [0.0, 0.0, 0.0], [0.1, 0.1, 0.0], [0.0, 0.0, -0.1], [0.0, 0.0, 0.0], [0.0, -0.1, 0.0], [0.0, 0.0, 0.0], [0.1, 0.0, -0.1], [0.0, 0.0, 0.0], [0.0, 0.0, 0.0], [0.0, 0.0, 0.0], [0.0, 0.0, 0.0], [0.0, 0.0, 0.0], [0.0, 0.0, 0.0], [0.0, 0.0, 0.0], [0.0, 0.0, 0.0], [0.0, -0.1, 0.0], [0.0, 0.0, 0.0], [0.0, 0.0, 0.0], [0.0, 0.0, 0.0], [0.0, 0.0, 0.0], [0.0, 0.0, 0.0], [0.0, 0.0, 0.0], [0.0, 0.0, 0.0], [0.0, 0.0, 0.0], [0.1, 0.0, 0.0], [0.0, 0.0, 0.1]],
  "mulliken_charge": [-0.973, -0.536, -0.059, 0.589, -0.882, -0.086, -0.959, -0.018, -0.922, 0.140, 0.578, -0.628, -1.281, -0.361, 0.643, 0.692, -0.846, -1.215, -0.167, 0.849, 0.444, 0.501, 0.500, 0.438, 0.511, 0.442, 0.475, 0.528, 0.435, 0.396, -1.201, -1.169, 2.148, 0.333, -0.368, -0.720, -0.545, -0.700, -0.602, 0.045, -0.061, -0.722, -0.438, -0.554, -0.409, 0.758, -0.142, -0.593, -0.576, -0.402, -0.732, 0.071, -0.031, -0.500, -0.741, -0.485, -0.996, 0.196, 0.595, 0.558, 0.607, 0.556, 0.285, 0.433, 0.374, 0.410, 0.413, 0.296, 0.395, 0.380, 0.409, 0.230, 0.399, 0.393, 0.379, 0.387, 0.309, 0.444, 0.411, 0.374, 0.436, 0.434],
  "largest_force_ev_per_a": 0.51,
  "total_energy_ha": -7897.1612,
  "orbital_gap_ev": 6.812
}